Entry 1:
Density functional theory data (wB97M-V/def2-TZVPD) for C31H32GaN2O6PSi as an isolated structure at a distorted geometry.

```
74
Properties=species:S:1:pos:R:3:forces:R:3:lowdin_charge:R:1
Ga 1.169916 -1.222913 -0.637029 0.582 0.340 -0.510 0.57
C 0.389604 0.838476 3.189493 0.013 -0.108 0.044 -0.04
C -0.205219 2.119758 2.704828 -0.046 0.089 -0.083 -0.28
C -0.788868 3.011887 3.593167 0.008 0.075 -0.021 -0.04
C -1.330291 4.207476 3.150187 0.001 0.057 0.004 -0.07
C -1.300449 4.526896 1.803874 -0.005 0.120 -0.032 -0.08
C -0.735813 3.642089 0.902402 0.051 -0.141 -0.056 -0.08
C -0.180684 2.446654 1.343744 -0.155 -0.327 -0.003 -0.30
P 0.646079 1.297622 0.179268 0.147 0.562 -0.499 1.12
C -0.023335 1.822281 -1.447976 -0.026 -0.279 0.155 -0.33
C -1.167322 1.093558 -1.777964 -0.007 -0.079 0.127 -0.12
C -1.861709 1.325410 -2.947798 -0.101 0.007 -0.098 -0.07
C -1.381011 2.276693 -3.831840 -0.036 -0.020 0.001 -0.07
C -0.236884 2.991901 -3.523993 -0.036 0.012 -0.010 -0.04
C 0.450980 2.796744 -2.330904 -0.016 -0.015 0.040 -0.27
C 1.653262 3.634037 -2.028935 0.048 0.080 -0.051 -0.03
C 2.381204 1.816624 0.330418 0.099 -0.333 0.059 -0.33
C 2.800192 2.871785 1.140317 -0.043 -0.026 -0.003 -0.09
C 4.147243 3.132159 1.306813 0.027 0.059 0.094 -0.08
C 5.089739 2.300955 0.717689 -0.005 0.050 0.020 -0.07
C 4.683535 1.240328 -0.065168 -0.020 -0.025 -0.071 -0.04
C 3.331310 0.992965 -0.300810 -0.085 0.221 0.349 -0.33
C 2.901832 -0.095991 -1.194572 -0.882 -0.696 -0.057 -0.20
H 0.349290 0.771011 4.272926 0.033 -0.029 0.073 0.09
H 1.429639 0.750897 2.873583 0.073 -0.114 0.049 0.09
H -0.153551 -0.010065 2.775238 0.036 -0.056 0.011 0.07
H -0.808460 2.771056 4.646732 -0.009 -0.041 0.077 0.11
H -1.771545 4.894160 3.856827 -0.043 0.053 0.078 0.10
H -1.699974 5.467521 1.451309 -0.076 0.014 0.007 0.10
H -0.724890 3.878164 -0.151754 -0.026 0.056 -0.081 0.10
H -1.522028 0.338635 -1.080040 -0.069 -0.001 -0.086 0.09
H -2.764102 0.772865 -3.163514 -0.033 -0.082 -0.037 0.11
H -1.900572 2.467920 -4.758537 -0.044 0.013 -0.094 0.11
H 0.126460 3.737882 -4.217617 0.035 0.055 -0.040 0.11
H 1.724752 4.461470 -2.730129 0.017 0.057 -0.061 0.08
H 2.564744 3.042172 -2.103274 0.120 0.037 0.060 0.09
H 1.600983 4.038745 -1.021140 0.090 0.057 0.034 0.07
H 2.072060 3.489515 1.651271 -0.017 0.030 -0.058 0.11
H 4.468101 3.971380 1.907439 -0.018 0.018 0.079 0.10
H 6.143061 2.481793 0.874454 0.084 0.023 0.002 0.10
H 5.420470 0.593427 -0.520712 0.052 -0.047 -0.054 0.11
H 3.750500 -0.724366 -1.486470 -0.279 -0.057 0.046 0.06
H 2.466522 0.321068 -2.118508 0.120 -0.096 0.080 0.06
C 0.610663 -4.631073 -1.115562 0.026 0.715 -0.227 -0.22
Si 0.654987 -3.067402 -2.226851 0.073 -0.524 -0.418 0.52
C -0.822629 -3.145894 -3.447615 0.458 0.266 0.591 -0.20
C 2.267301 -3.156579 -3.266665 -0.527 0.181 0.455 -0.23
H 0.737410 -5.542083 -1.692550 0.014 -0.103 -0.230 0.03
H -0.327691 -4.712215 -0.573486 -0.167 0.012 0.108 0.02
H 1.411679 -4.588025 -0.381183 0.101 -0.014 0.132 0.03
H -0.824007 -4.113706 -3.942185 0.124 -0.222 -0.022 0.03
H -0.743472 -2.388408 -4.220503 0.074 0.207 -0.117 0.02
H -1.787809 -3.020604 -2.966488 -0.040 0.010 0.108 -0.01
H 2.293317 -4.040101 -3.897274 -0.095 -0.217 -0.068 0.02
H 3.138351 -3.185566 -2.615205 0.125 -0.005 0.076 0.02
H 2.364784 -2.289282 -3.914318 0.007 0.172 -0.077 0.02
O 0.652464 -2.850859 3.046114 0.002 -0.014 0.152 0.10
C 0.098235 -2.455611 2.049519 -0.285 -0.052 -0.243 -0.58
O 0.670837 -1.899025 1.031140 0.379 -0.045 0.138 -0.14
C -1.417982 -2.578695 1.919554 0.040 0.040 -0.013 -0.08
C -2.052530 -2.483283 0.688488 0.004 0.021 -0.173 0.07
C -3.431135 -2.633070 0.610427 0.553 -0.065 1.206 -0.11
C -4.197845 -2.850754 1.746235 -0.072 -0.020 -0.034 0.10
C -3.548840 -2.913879 2.970945 0.677 0.173 -1.040 -0.11
C -2.169170 -2.793855 3.067518 -0.102 -0.045 0.092 0.09
N -4.335494 -3.111463 4.174397 -0.133 -0.021 0.193 -0.36
O -3.758565 -3.018542 5.231652 0.142 0.000 0.398 0.10
O -5.512998 -3.349645 4.036514 -0.408 -0.079 -0.001 0.09
N -4.087264 -2.558011 -0.676237 -0.231 0.005 -0.371 -0.35
O -5.252180 -2.877682 -0.732049 -0.245 -0.034 -0.057 0.11
O -3.423465 -2.179563 -1.620386 0.069 0.148 -0.166 0.06
H -1.476586 -2.312234 -0.215211 -0.107 -0.006 0.101 0.08
H -5.269290 -2.963816 1.676803 0.021 -0.001 0.023 0.13
H -1.665845 -2.871719 4.021169 -0.036 0.000 0.003 0.14
```
Positions in Å, forces in eV/Å.

Calculated values
energy above the lowest of the compared OMol25 structures with the same formula, charge and spin	34.2	kcal per mole
strongest force on any atom	1.3	eV/A
orbital gap	0.2674	Eh
highest occupied orbital energy	-8.3	eV

Entry 2:
Density functional theory data (wB97M-V/def2-TZVPD) for a 2-piece molecular cluster, C31H32N3 overall at a distorted geometry.

```
66
Properties=species:S:1:pos:R:3:forces:R:3:lowdin_charge:R:1
C 0.702859 3.034604 0.147380 -0.338 0.073 0.123 -0.06
N 1.325724 2.603489 -1.084849 0.224 -0.156 -0.047 -0.14
C 2.172036 3.619365 -1.699434 -0.156 -0.016 -0.222 -0.04
C 1.402986 1.267595 -1.383471 -0.720 -0.069 0.674 -0.32
N 0.822597 0.408628 -0.556895 1.089 0.618 -0.168 0.09
C 1.321309 -0.943389 -0.624186 0.525 -0.431 -1.315 -0.19
C 1.817463 -1.555711 0.670297 -0.054 0.048 0.135 -0.21
C 1.926201 -2.949220 0.761275 -0.192 0.226 0.164 -0.05
C 2.307983 -3.546853 1.960488 -0.081 0.051 -0.357 -0.09
C 2.632856 -2.755430 3.061335 0.014 0.108 0.173 -0.09
C 2.622008 -1.364292 2.951204 -0.076 0.062 -0.343 -0.08
C 2.230592 -0.766583 1.744078 -0.146 -0.117 0.236 -0.04
N 2.039755 0.978278 -2.598284 0.372 0.069 -0.072 -0.19
C 1.540691 1.563325 -3.840829 -0.023 -0.273 0.066 -0.06
C 3.206406 0.109012 -2.745833 -0.104 0.133 -0.016 -0.07
H 0.386890 2.154750 0.710225 0.147 0.247 -0.124 0.05
H 1.406456 3.626339 0.757612 -0.217 -0.153 -0.278 0.10
H -0.178587 3.655117 -0.083060 0.232 -0.034 0.227 0.09
H 2.832646 3.172255 -2.440818 -0.074 0.122 0.158 0.08
H 1.550672 4.384611 -2.185841 0.212 -0.091 0.079 0.10
H 2.778252 4.104467 -0.921512 -0.136 -0.119 -0.191 0.10
H 0.595478 -1.610958 -1.114490 0.082 -0.029 0.290 0.11
H 2.185243 -0.947201 -1.298222 -0.445 -0.523 0.364 0.07
H 1.671170 -3.555151 -0.113652 0.029 0.104 0.340 0.12
H 2.324207 -4.635393 2.016328 0.111 0.266 0.119 0.11
H 2.904073 -3.222794 4.007415 -0.017 0.097 -0.230 0.10
H 2.910452 -0.732763 3.796665 -0.066 -0.280 -0.282 0.11
H 2.220864 0.319928 1.630535 -0.098 -0.307 0.130 0.11
H 0.662430 2.189796 -3.643353 0.275 -0.127 -0.072 0.09
H 2.321963 2.156326 -4.344942 -0.265 -0.052 0.139 0.09
H 1.242081 0.755743 -4.530920 0.018 0.252 0.161 0.09
H 3.757328 0.056396 -1.795666 -0.145 -0.170 -0.367 0.10
H 2.912561 -0.889590 -3.108819 0.286 0.141 0.203 0.09
H 3.897434 0.521347 -3.492733 -0.191 0.164 0.120 0.09
C -1.605248 -0.252482 0.170331 -1.445 -0.564 0.036 0.03
C -2.369669 0.080651 -1.011382 -0.021 0.312 -0.649 -0.14
C -2.334561 1.396706 -1.520886 -0.236 0.016 -0.023 -0.02
C -3.291798 1.830779 -2.433640 0.122 -0.099 0.092 -0.05
C -4.267278 0.943873 -2.913308 0.271 -0.197 0.298 -0.04
C -4.258022 -0.390060 -2.484397 0.095 0.295 0.001 -0.05
C -3.322348 -0.823082 -1.549723 0.101 0.120 0.144 0.01
C -1.412994 -1.615811 0.635686 0.491 -0.295 0.798 -0.13
C -1.149608 -1.586377 2.042044 0.018 -1.330 -0.838 -0.09
C -1.053269 -2.763285 2.778169 -0.039 0.987 -0.357 0.02
C -1.228233 -3.981449 2.111353 0.091 0.005 -0.308 -0.03
C -1.414472 -4.018288 0.724656 -0.041 -0.116 -0.052 -0.04
C -1.491595 -2.840493 -0.027572 0.222 0.047 0.045 -0.02
C -1.148882 -0.195559 2.459043 0.058 1.521 0.052 -0.10
C -1.540521 0.611844 1.333924 0.255 -0.066 1.651 -0.11
C -1.903049 1.942909 1.559652 0.391 -0.393 -0.255 -0.01
C -1.655163 2.498127 2.821345 0.008 0.057 0.318 -0.05
C -1.126144 1.731612 3.870111 -0.151 0.386 -0.371 -0.03
C -0.892329 0.360706 3.702037 -0.138 -0.389 -0.709 0.01
H -1.538423 2.059770 -1.171777 -0.332 -0.161 -0.201 0.10
H -3.297679 2.875925 -2.744153 0.056 -0.326 -0.056 0.12
H -5.033416 1.290117 -3.609078 0.260 -0.101 0.210 0.12
H -5.013189 -1.085289 -2.847269 0.206 0.159 0.060 0.12
H -3.376652 -1.845797 -1.175944 -0.102 0.450 -0.073 0.11
H -0.852612 -2.690925 3.842984 -0.101 -0.283 -0.113 0.12
H -1.193517 -4.913627 2.679008 0.027 0.275 -0.225 0.12
H -1.494641 -4.981573 0.213761 0.015 0.349 0.228 0.12
H -1.571931 -2.868104 -1.115623 -0.012 -0.158 0.343 0.12
H -2.317952 2.538359 0.746676 0.082 -0.040 0.398 0.11
H -1.867763 3.559182 2.981798 0.034 -0.437 -0.003 0.12
H -0.918529 2.205260 4.831151 -0.091 -0.129 -0.299 0.12
H -0.511618 -0.279658 4.494015 -0.166 0.268 0.044 0.12
```
Positions in Å, forces in eV/Å.

Calculated values
energy above the lowest of the compared OMol25 structures with the same formula, charge and spin	31.1	kcal per mole
strongest force on any atom	1.7	eV/A
orbital gap	0.2006	Eh
net charge	+1
highest occupied orbital energy	-10.7	eV

Entry 3:
Density functional theory data (wB97M-V/def2-TZVPD) for C31H33AsAuF6O3Sb2 as an isolated structure.

```
77
Properties=species:S:1:pos:R:3:forces:R:3:lowdin_charge:R:1
Au -2.611550 -1.546393 1.231265 -0.185 -0.125 -0.153 0.91
C -1.075733 -2.072180 5.415320 -0.058 0.097 -0.028 -0.02
C -2.097939 -1.196510 4.772072 -0.069 -0.206 0.154 -0.41
C -3.001408 -0.342417 5.590964 0.001 -0.098 -0.125 -0.01
O -1.682247 -0.663409 3.584229 -0.018 -0.059 -0.142 -0.06
C -3.356310 -3.111224 4.040234 -0.622 -0.633 -0.236 -0.42
O -3.820437 -3.531562 5.017843 0.319 0.488 0.164 0.25
O -3.115259 -3.100995 2.870840 0.348 0.307 0.166 0.04
H -0.266829 -1.441546 5.803786 0.038 -0.034 0.034 0.11
H -0.637163 -2.774800 4.705893 0.046 -0.016 -0.021 0.08
H -1.504452 -2.626950 6.245574 -0.002 -0.016 0.023 0.10
H -2.433063 0.501526 6.000490 -0.014 0.020 0.041 0.11
H -3.416017 -0.906127 6.421573 -0.031 -0.027 0.049 0.10
H -3.820237 0.065716 4.994286 0.012 0.002 0.010 0.10
H -2.040190 0.237333 3.481455 0.008 -0.021 0.060 0.05
C 1.270607 3.270409 0.166071 -0.182 -0.308 0.037 -0.32
C 0.840031 3.418797 -1.290246 0.015 0.125 -0.013 -0.33
C -0.556389 2.907061 -1.628016 -0.111 -0.113 0.173 -0.29
Sb -0.470896 0.760747 -1.621936 0.103 -0.157 -0.281 1.75
C 0.383826 0.461200 -3.526980 -0.092 0.026 -0.010 -0.38
C -0.461935 0.282732 -4.622433 0.046 -0.030 -0.015 -0.12
C 0.070390 0.243932 -5.902939 -0.021 -0.006 0.019 -0.05
C 1.437433 0.380809 -6.092945 0.005 0.003 -0.009 -0.04
C 2.279089 0.566543 -5.006393 0.015 0.001 0.023 -0.06
C 1.754718 0.611457 -3.723132 0.023 -0.002 0.052 -0.13
C -1.995381 -0.685424 -1.549657 -0.017 -0.016 -0.010 -0.36
C -1.754567 -1.808742 -2.318923 -0.086 -0.003 0.081 -0.13
C -2.671154 -2.871211 -2.325481 0.049 0.028 -0.028 -0.03
C -3.808115 -2.821048 -1.556041 0.075 -0.051 0.003 -0.04
C -4.064582 -1.690965 -0.764240 0.107 0.086 0.396 -0.10
C -3.151142 -0.615305 -0.722596 -0.079 0.279 -0.336 -0.25
Sb 2.063180 1.384337 0.910888 0.457 0.087 0.146 1.74
C 1.375859 -0.601829 0.640905 -0.205 0.126 -0.031 -0.45
C 0.540303 -1.160999 1.603794 0.043 0.086 -0.054 -0.15
C 0.073285 -2.458739 1.425120 -0.022 0.071 0.016 -0.10
C 0.436224 -3.184600 0.295266 -0.003 -0.042 -0.048 -0.04
C 1.285984 -2.629298 -0.651485 0.024 0.026 -0.011 -0.05
C 1.765786 -1.337255 -0.483555 0.036 -0.127 0.061 -0.17
C 3.973326 1.277307 0.091533 0.050 0.028 -0.035 -0.41
C 4.531734 2.375352 -0.572636 -0.039 -0.018 -0.015 -0.12
C 5.805338 2.281216 -1.106993 -0.021 -0.012 0.015 -0.05
C 6.533974 1.107856 -0.958943 0.004 0.005 0.003 -0.03
C 5.995430 0.023292 -0.277869 -0.018 -0.010 0.007 -0.05
C 4.720203 0.104636 0.252962 -0.029 -0.008 0.030 -0.13
H 0.471223 3.510881 0.861232 -0.029 0.071 -0.004 0.03
H 2.137110 3.890134 0.395727 -0.013 0.084 -0.017 0.06
H 1.588623 3.023890 -1.983374 -0.011 -0.011 0.016 0.09
H 0.815950 4.499689 -1.471417 0.025 -0.007 -0.025 0.14
H -0.826910 3.127794 -2.661205 -0.008 0.068 0.029 0.08
H -1.322253 3.255462 -0.942010 0.004 -0.003 -0.009 0.04
H -1.530976 0.176066 -4.492397 -0.063 -0.007 0.009 0.11
H -0.584667 0.108749 -6.751756 -0.027 -0.005 -0.025 0.12
H 1.847651 0.347177 -7.091921 0.015 -0.002 -0.038 0.12
H 3.343384 0.680095 -5.158189 0.028 0.001 0.002 0.12
H 2.426544 0.770257 -2.886265 0.026 -0.015 0.043 0.08
H -0.870793 -1.877270 -2.939396 0.026 0.002 -0.023 0.10
H -2.483074 -3.728430 -2.956431 0.018 -0.027 -0.026 0.13
H -4.523825 -3.629908 -1.583665 -0.029 -0.023 0.021 0.13
H -5.014488 -1.591087 -0.255438 -0.049 0.019 -0.024 0.12
H -3.476655 0.337894 -0.320783 0.046 -0.038 0.016 0.08
H 0.250802 -0.601020 2.481059 -0.025 -0.036 0.012 0.08
H -0.551509 -2.914970 2.183456 0.078 -0.062 0.095 0.09
H 0.073759 -4.195611 0.167695 -0.006 -0.030 -0.005 0.13
H 1.594177 -3.205900 -1.512751 0.005 -0.017 -0.032 0.13
H 2.452869 -0.926707 -1.210507 0.038 0.048 -0.057 0.09
H 3.984769 3.301716 -0.686579 -0.026 0.032 0.004 0.09
H 6.234517 3.124549 -1.628737 0.009 0.029 -0.012 0.12
H 7.533337 1.043192 -1.364966 0.038 -0.004 -0.018 0.12
H 6.574901 -0.880238 -0.152217 0.012 -0.024 0.007 0.12
H 4.315500 -0.740672 0.796752 -0.010 -0.009 0.000 0.10
F -1.252282 1.262787 1.123198 -0.288 0.267 0.076 -0.37
As -2.583492 2.344365 1.778023 0.053 0.063 -0.150 0.78
F -1.530341 3.686135 1.525530 0.010 -0.128 -0.057 -0.22
F -1.890658 2.053060 3.348114 -0.008 0.048 -0.095 -0.22
F -3.823689 3.322701 2.381149 0.048 -0.053 -0.002 -0.17
F -3.541629 0.895827 2.012439 0.074 0.084 -0.074 -0.27
F -3.161583 2.446678 0.136735 0.142 -0.072 0.204 -0.24
```
Positions in Å, forces in eV/Å.

Calculated values
energy above the lowest of the compared OMol25 structures with the same formula, charge and spin	3.4	kcal per mole
strongest force on any atom	0.9	eV/A
orbital gap (spin up / spin down)	0.2410 / 0.2280	Eh
expectation value of S²	3.763
net charge	+2
multiplicity	4
highest occupied orbital energy (spin up / spin down)	-12.4 / -14.9	eV

> strongest force on any atom of number 2 (C31H32N3)?

1.7 eV/A

> The highest energy above the lowest of the compared OMol25 structures with the same formula, charge and spin belongs to which entry?

C31H32GaN2O6PSi

> Number 3 is which compound?

C31H33AsAuF6O3Sb2